[1]
Formula: C26H56BF3N5O10P2S
Source: the OMol25 dataset
Level of theory: ωB97M-V with the def2-TZVPD basis set

Positions of all 104 atoms, in Å:
C  -0.5288  4.2470  -2.0051
C  -0.8078  3.6445  -3.3811
C  -1.2477  2.1687  -3.5595
C  -1.0629  0.9935  -2.5644
C  -1.0670  -0.2480  -3.5096
C  -1.1905  -1.6779  -2.9744
C  -0.1863  -2.6507  -3.5780
F  0.6967  -3.1011  -2.5730
C  0.2893  0.8831  -1.8310
C  1.5284  1.4820  -2.4601
C  2.7925  0.6638  -2.2679
O  3.8422  1.2128  -2.1400
N  2.6062  -0.7401  -2.3010
C  3.0142  -1.2593  -3.6169
C  3.2688  -1.4412  -1.1874
N  0.1463  1.0837  -0.3261
F  0.6742  -0.1226  0.1938
C  1.1022  2.0887  0.2640
C  1.2373  2.2091  1.7804
C  2.2683  1.2659  2.3990
C  2.4213  1.4805  3.9028
C  1.1832  1.2041  4.7505
N  1.2092  -0.1647  5.2880
C  -1.4006  1.1184  0.0022
C  -1.7477  2.3312  0.9007
P  -3.2868  3.3333  0.8855
O  -3.1512  4.5408  0.0679
O  -3.3949  3.7030  2.4308
O  -4.5549  2.4352  0.5788
P  -1.7911  -0.3507  1.1548
O  -0.7043  -0.2228  2.3129
O  -1.4432  -1.6528  0.3472
S  -3.5756  -0.2799  1.9077
C  -2.1315  1.0788  -1.3834
F  -2.6413  2.3852  -1.5055
B  -3.5350  0.2317  -1.5350
O  -3.5887  -1.1081  -1.3241
O  -4.6205  0.9452  -1.9480
H  -1.1071  5.1561  -1.8632
H  0.5167  4.5424  -1.9051
H  -0.8068  3.6051  -1.1901
H  -1.5864  4.2523  -3.8352
H  0.0655  3.8180  -4.0086
H  -0.7332  1.8153  -4.4551
H  -2.2963  2.1667  -3.8499
H  -1.8286  -0.0756  -4.2708
H  -0.1222  -0.1828  -4.0552
H  -1.0365  -1.7244  -1.9053
H  -2.1867  -2.0492  -3.1730
H  -0.6732  -3.5336  -3.9799
H  0.4414  -2.1791  -4.3325
H  0.5038  -0.1888  -1.8744
H  1.3635  1.5683  -3.5360
H  1.7542  2.4900  -2.1240
H  4.1005  -1.3276  -3.6999
H  2.6295  -0.6242  -4.4127
H  2.6002  -2.2578  -3.7322
H  4.0256  -0.8179  -0.7128
H  2.5338  -1.7444  -0.4462
H  3.7742  -2.3239  -1.5678
H  2.0785  1.7518  -0.0808
H  0.9340  3.0458  -0.2072
H  0.3138  2.1467  2.3337
H  1.6093  3.2244  1.9391
H  3.2324  1.4712  1.9286
H  2.0216  0.2249  2.1941
H  3.2070  0.8268  4.2780
H  2.7522  2.5035  4.0856
H  1.1954  1.8753  5.6073
H  0.2495  1.4189  4.2160
H  1.2608  -0.8667  4.5570
H  0.3423  -0.3434  5.7826
H  -1.0194  3.1296  0.8036
H  -1.6397  1.9824  1.9242
H  -3.3266  2.9478  3.0284
H  -5.3291  3.0169  0.5360
H  -1.1683  -0.2401  3.1643
H  -1.9803  -2.3978  0.6535
H  -4.4886  -1.4522  -1.3210
H  -5.4021  0.7265  -1.4286
C  4.3372  1.7893  8.5781
O  3.6254  2.4652  7.8574
N  4.7025  0.5246  8.3009
C  5.5510  -0.2552  9.1775
C  4.2073  -0.0520  7.0633
H  4.7458  2.1653  9.5303
H  6.4667  -0.5535  8.6637
H  5.0329  -1.1543  9.5165
H  5.8194  0.3397  10.0478
H  4.5460  0.5480  6.2169
H  3.1189  -0.0496  7.0543
H  4.5730  -1.0702  6.9555
C  -3.3365  -4.8823  -5.8906
O  -2.5101  -4.0166  -5.6595
N  -3.6539  -5.8742  -5.0425
C  -4.6449  -6.8828  -5.3682
C  -2.9740  -5.9335  -3.7608
H  -3.8971  -4.9219  -6.8376
H  -5.4639  -6.8644  -4.6473
H  -4.1968  -7.8774  -5.3630
H  -5.0490  -6.6888  -6.3588
H  -3.1560  -5.0210  -3.1898
H  -1.8974  -6.0332  -3.9029
H  -3.3430  -6.7886  -3.2012

Values from the calculation:
- Charge: +1
- Relative energy (zero: lowest compared OMol25 entry of this formula, charge and spin): 6.24 kcal/mol
- LUMO: -0.0891 Ha

These are the Mulliken partial charges, in e, on atoms 1 to 99: C -1.1849; C -1.0229; C -1.8531; C 1.6602; C -2.5063; C 0.1020; C -0.4476; F -0.3774; C 0.4590; C -1.1088; C -0.7397; O -0.5258; N 0.7016; C -1.2760; C -1.0946; N 1.2453; F -0.4225; C -0.9903; C -0.7582; C -0.3373; C -1.3010; C -0.3234; N -0.5518; C 1.2445; C -2.8053; P 0.7932; O -0.6961; O -0.6219; O -0.4597; P 0.5094; O -0.5138; O -0.4580; S -0.2768; C 0.5378; F -0.5885; B 1.8198; O -0.7078; O -0.6954; H 0.5030; H 0.2359; H 0.3040; H 0.4512; H 0.4383; H 0.6420; H 0.7009; H 0.6478; H 0.8495; H -0.2815; H 0.7044; H 0.1163; H 0.2158; H 0.4234; H 0.7710; H 0.3993; H 0.4070; H 0.3368; H 0.3920; H 0.4033; H 0.1563; H 0.4148; H 0.8157; H 0.0418; H -0.1387; H 0.7575; H 0.3945; H 0.2331; H 0.4440; H 0.3957; H 0.3869; H 0.1570; H 0.1918; H 0.2317; H 0.0810; H 1.3403; H 0.3696; H 0.3339; H 0.3516; H 0.4009; H 0.2259; H 0.2954; C 0.0743; O -0.5733; N 0.1609; C -0.9184; C -0.8634; H 0.2657; H 0.3225; H 0.3243; H 0.3028; H 0.2211; H 0.2863; H 0.4070; C 0.0959; O -0.5231; N 0.1273; C -0.9174; C -0.7913; H 0.2352; H 0.3386



[2]
Formula: C26H56BeBrCaFN5O12PS2
Source: the OMol25 dataset
Level of theory: ωB97M-V with the def2-TZVPD basis set

Positions of all 106 atoms, in Å:
C  1.0074  6.7428  -0.0761
C  1.2249  5.4448  0.7668
C  0.7963  4.1702  -0.0300
C  1.8478  3.9532  -1.1711
N  1.7646  2.6331  -1.8026
C  1.2565  2.6382  -3.1842
C  -0.1964  3.1361  -3.2810
C  -1.2001  2.0616  -3.7642
C  -1.0740  0.6706  -3.0717
P  -2.2356  0.4573  -1.6202
O  -1.2175  1.6385  -0.8651
C  -3.5687  1.7362  -1.5820
C  -4.6714  1.3271  -0.5188
C  -5.7784  0.3552  -1.0839
O  -4.6877  -0.0192  -0.1175
C  -1.7883  -0.6931  -0.2822
C  -2.0007  -0.2519  1.1907
N  -2.9051  -1.2378  1.8662
N  -2.5427  1.0524  1.4987
N  -0.6839  -0.3742  1.8957
O  -3.3841  -0.6032  -2.4983
C  -3.0319  -1.7410  -2.9107
N  -2.5816  -2.7797  -3.2065
C  2.8954  1.8240  -1.6663
S  4.4688  2.2611  -1.6762
S  2.4850  0.0707  -1.5232
C  3.8876  -0.7667  -0.7103
C  3.3588  -2.1389  -0.1467
C  1.9983  -1.8690  0.5668
H  1.0235  6.5595  -1.1612
H  0.0358  7.2094  0.1557
H  1.7887  7.4926  0.1333
H  0.4862  5.5090  1.5826
H  2.2540  5.3550  1.1365
H  0.7569  3.2864  0.6234
H  -0.2076  4.3988  -0.4194
H  2.8224  4.2242  -0.7496
H  1.6137  4.7027  -1.9513
H  1.9417  3.2331  -3.8223
H  1.3461  1.5966  -3.5423
H  -0.5931  3.5819  -2.3611
H  -0.2115  3.9519  -4.0287
H  -0.9766  1.8959  -4.8353
H  -2.2080  2.5035  -3.7527
H  -0.0813  0.5112  -2.6234
H  -1.1669  -0.0937  -3.8608
H  -0.3658  1.2608  -0.5983
H  -3.1473  2.6591  -1.1746
H  -4.0919  1.8535  -2.5365
H  -4.9984  2.0962  0.1998
H  -5.5102  -0.3930  -1.8638
H  -6.6617  0.2498  -0.4227
H  -0.7002  -0.8626  -0.4114
H  -2.1972  -1.7198  -0.3386
H  -2.9782  -1.0064  2.8494
H  -2.5220  -2.1669  1.7334
H  -3.3009  0.9765  2.1636
H  -1.8141  1.6650  1.8814
H  -0.8722  -0.1147  2.8643
H  -0.4544  -1.3673  1.9606
H  4.6820  -0.9383  -1.4509
H  4.2722  -0.1285  0.0961
H  4.0625  -2.5344  0.6065
H  3.2324  -2.8117  -1.0058
H  1.1394  -1.9909  -0.1079
H  1.9869  -0.8971  1.0810
H  1.8709  -2.6181  1.3721
Be  -4.1020  -3.5624  -4.6394
O  -0.7162  2.7677  3.1514
H  -1.0973  2.8067  4.0378
C  3.6960  -8.0957  4.9665
C  3.1398  -7.7246  3.6072
O  3.3501  -6.3406  3.3184
C  4.5943  -6.0215  2.9202
O  5.5051  -6.7952  2.7824
O  4.6391  -4.7119  2.7282
C  5.9457  -4.2039  2.3754
H  3.2935  -7.4367  5.7380
H  3.4457  -9.1281  5.2159
H  4.7807  -7.9911  4.9884
H  2.0602  -7.8769  3.5993
H  3.5614  -8.3480  2.8176
H  6.3629  -4.7338  1.5192
H  6.6143  -4.2718  3.2351
H  5.8319  -3.1563  2.1062
O  8.7380  -4.8203  1.1721
H  9.6091  -4.4696  0.9459
H  8.6671  -5.6350  0.6646
C  -6.1300  3.4523  4.0570
C  -5.6887  2.0268  3.8265
O  -4.2927  2.0797  4.1086
C  -4.0809  3.1474  4.9332
O  -3.0628  3.3735  5.4873
O  -5.2022  3.9132  5.0330
H  -7.1503  3.5218  4.4291
H  -6.0361  4.0706  3.1606
H  -6.1625  1.3243  4.5161
H  -5.8649  1.6918  2.8046
F  7.0605  -4.5623  -0.0788
Ca  -7.5154  0.2856  -2.8606
C  -1.2052  -0.3675  -7.0638
O  -1.6707  -0.9528  -8.2099
H  -0.1117  -0.3635  -6.9288
H  -1.4450  0.6951  -6.9105
H  -1.5438  -0.8138  -6.1161
Br  -1.5162  0.3995  -9.8554

Values from the calculation:
- LUMO: -0.1959 Ha

These are the Mulliken partial charges, in e, on atoms 1 to 99: C -1.1246; C -0.7190; C 0.4714; C -1.6561; N 0.9679; C -1.5999; C -0.0872; C -1.0013; C 0.6740; P 1.6199; O -0.4099; C -1.9264; C 0.4852; C -1.3328; O -0.5169; C -1.6445; C 0.8010; N -0.6423; N 0.3644; N -0.3262; O -0.6476; C 1.3901; N -0.9534; C -0.1929; S -0.2145; S 0.0250; C -0.9300; C 0.0670; C -1.1482; H 0.2804; H 0.3175; H 0.3128; H 0.3245; H 0.4499; H 0.0652; H 0.0164; H 0.6620; H 0.2109; H 0.3844; H 0.8042; H 0.0280; H 0.5599; H 0.2231; H 0.2332; H -0.5787; H 0.1719; H -0.0757; H 0.2952; H 0.6655; H 0.4676; H 0.6722; H 0.5208; H -0.5811; H 0.9016; H 0.2968; H 0.3194; H -0.0952; H -0.0394; H 0.2658; H 0.3375; H 0.5029; H 0.4707; H -0.3105; H 0.3777; H 0.2158; H 0.4168; H 0.4970; Be -0.0492; O -0.7238; H 0.1527; C -1.1041; C -0.1930; O -0.3579; C 0.7529; O -0.5622; O -0.3168; C -0.8596; H 0.2868; H 0.3563; H 0.3130; H 0.2813; H 0.3134; H 0.5214; H 0.3462; H 0.2005; O -0.5133; H 0.2773; H 0.3263; C -0.3725; C -0.0604; O -0.2825; C 0.5933; O -0.4827; O -0.3366; H 0.3192; H 0.2710; H 0.2840; H 0.0418; F -0.6254



[3]
Formula: C26H56Br20OP
Source: the OMol25 dataset
Level of theory: ωB97M-V with the def2-TZVPD basis set

Positions of all 104 atoms, in Å:
C  -1.5688  1.0051  3.1802
C  -2.2937  0.3538  2.2279
P  -2.6480  1.0155  0.4543
C  -1.1528  0.1443  -0.3678
C  -1.3937  -1.3340  -0.7372
C  -1.6514  -1.4627  -2.2477
C  -0.3567  -1.5075  -3.0517
O  -0.6585  -1.5696  -4.4616
H  -0.8167  1.7563  2.9466
H  -1.7143  0.7817  4.2452
H  -2.7234  -0.6160  2.5097
H  -1.7839  2.2009  0.6751
H  -3.0248  1.6038  -0.8549
H  -3.5529  -0.1351  0.1877
H  -3.7779  1.7587  1.0266
H  -0.2829  0.2345  0.2881
H  -0.9508  0.6948  -1.2951
H  -2.2042  -1.7836  -0.1606
H  -0.4630  -1.8805  -0.5335
H  -2.2035  -2.3801  -2.4829
H  -2.2206  -0.5940  -2.6003
H  0.1790  -2.4260  -2.8063
H  0.2417  -0.6141  -2.8573
H  -1.1742  -0.7822  -4.6607
Br  -9.2570  2.5429  0.8004
C  -7.5520  1.6634  0.4233
C  -6.6286  1.7156  1.6081
Br  -5.8382  3.4628  1.8226
H  -7.1380  2.1505  -0.4541
H  -7.8073  0.6340  0.1829
H  -5.7807  1.0424  1.4640
H  -7.1286  1.4771  2.5362
Br  0.5032  -6.5005  -7.2711
C  -0.8328  -6.0639  -5.9286
C  -0.2033  -5.4382  -4.7198
Br  0.7035  -6.7686  -3.6196
H  -1.3578  -6.9840  -5.6945
H  -1.5146  -5.3672  -6.4108
H  -0.9597  -4.9990  -4.0831
H  0.5335  -4.6842  -4.9726
Br  2.9214  -3.1795  -6.8977
C  2.7659  -1.8291  -5.4954
C  3.8442  -1.9892  -4.4613
Br  3.4053  -3.4919  -3.3170
H  1.7696  -1.9227  -5.0691
H  2.8506  -0.8721  -6.0054
H  3.8875  -1.1221  -3.8063
H  4.8280  -2.1653  -4.8837
Br  -3.0835  -1.8830  5.9343
C  -2.4102  -1.2756  7.6495
C  -2.0652  0.1931  7.6502
Br  -0.4045  0.5123  6.6918
H  -1.5509  -1.8966  7.8794
H  -3.2129  -1.4777  8.3559
H  -1.9017  0.5411  8.6676
H  -2.8244  0.8071  7.1749
Br  6.1597  -1.4697  -1.7095
C  7.2701  0.1240  -1.6148
C  6.6096  1.2925  -2.2947
Br  6.7049  1.1445  -4.2342
H  8.2290  -0.1318  -2.0542
H  7.3996  0.3305  -0.5529
H  7.1235  2.2186  -2.0478
H  5.5587  1.3815  -2.0397
Br  -7.1826  5.5036  -1.6390
C  -7.9196  6.1500  0.0393
C  -7.5408  7.5823  0.3009
Br  -5.6913  7.7472  0.8813
H  -7.5701  5.4701  0.8112
H  -8.9984  6.0546  -0.0639
H  -8.1373  7.9867  1.1157
H  -7.6501  8.2112  -0.5768
Br  6.6717  -0.4061  2.5629
C  8.2065  -1.5077  2.1067
C  9.4545  -1.0463  2.8078
Br  10.1789  0.5636  1.9885
H  8.3020  -1.4822  1.0255
H  7.9430  -2.5151  2.4206
H  10.2412  -1.7929  2.7194
H  9.2874  -0.8171  3.8548
Br  13.7897  -1.7022  1.3307
C  14.9144  -0.1182  1.3916
C  14.2415  1.0620  0.7435
Br  14.2705  0.9339  -1.1969
H  15.8535  -0.3805  0.9161
H  15.0838  0.0768  2.4482
H  14.7737  1.9802  0.9814
H  13.2007  1.1573  1.0365
Br  -7.5224  -1.4595  3.6340
C  -7.0963  -1.8881  5.4788
C  -7.4266  -0.7586  6.4203
Br  -6.1202  0.6833  6.3129
H  -6.0432  -2.1495  5.5022
H  -7.6974  -2.7636  5.7150
H  -7.3883  -1.1070  7.4502
H  -8.3970  -0.3147  6.2213
Br  -3.8898  0.4330  -5.7797
C  -4.5447  1.1852  -4.1027
C  -4.1001  2.6103  -3.9144
Br  -2.2368  2.6888  -3.4015
H  -4.1874  0.5365  -3.3081
H  -5.6292  1.1250  -4.1641
H  -4.6481  3.0648  -3.0905
H  -4.2147  3.2169  -4.8070

Values from the calculation:
- Charge: -1
- LUMO: 0.0523 Ha

These are the Mulliken partial charges, in e, on atoms 1 to 99: C -0.2740; C -0.4462; P 0.9885; C -0.8981; C -0.8281; C -0.0574; C -0.4357; O -0.5014; H 0.3059; H -0.2349; H 0.2537; H -0.0552; H -0.4472; H -0.2140; H -0.5477; H 0.4793; H 0.2014; H 0.4415; H 0.3641; H 0.3490; H -0.1949; H 0.3423; H 0.2635; H 0.2369; Br -0.1968; C -0.3909; C -0.3880; Br -0.1537; H 0.2166; H 0.3981; H 0.1393; H 0.3775; Br -0.1626; C -0.5750; C -0.2018; Br -0.1404; H 0.4053; H 0.3708; H 0.2591; H 0.0349; Br -0.1569; C -0.1352; C -0.5347; Br -0.1391; H -0.1158; H 0.4001; H 0.2517; H 0.4463; Br -0.1123; C -0.5688; C -0.5008; Br -0.1396; H 0.3867; H 0.3122; H 0.3709; H 0.2281; Br -0.0615; C -0.4034; C -0.6623; Br -0.1544; H 0.3947; H 0.1137; H 0.3914; H 0.3999; Br -0.1197; C -0.3463; C -0.5790; Br -0.1401; H 0.0750; H 0.3329; H 0.3567; H 0.3806; Br -0.1181; C -0.5867; C -0.5143; Br -0.1369; H 0.2591; H 0.3653; H 0.3348; H 0.3915; Br -0.1275; C -0.5919; C -0.3377; Br -0.1215; H 0.3783; H 0.3367; H 0.3335; H 0.1205; Br -0.1134; C -0.2814; C -0.6318; Br -0.1191; H 0.0862; H 0.3217; H 0.3427; H 0.3846; Br -0.1721; C -0.4461; C -0.4666



Number 1: HOMO-LUMO gap 8.22 eV. Number 2: HOMO-LUMO gap 1.00 eV. Number 3: HOMO-LUMO gap 5.07 eV.